No. 1
Molecular formula: C13H27Cl2CoP
Method: DFT, wB97M-V/def2-TZVPD

XYZ file:
```
44
Properties=species:S:1:pos:R:3:nbo_charge:R:1
Co -1.46 -1.37 1.71 0.658
Cl -1.96 -3.40 1.66 -0.771
Cl -1.58 0.70 2.27 -0.775
C -1.07 2.69 -1.18 -0.281
H -0.84 3.72 -1.46 0.147
H -0.96 2.37 -0.14 0.204
C -1.36 0.42 -1.53 -0.090
C -1.77 1.85 -2.11 -0.374
H -0.29 0.17 -1.58 0.195
C -3.30 2.01 -2.05 -0.382
H -1.38 1.97 -3.13 0.198
C -3.84 1.48 -0.72 -0.410
H -3.57 3.07 -2.18 0.194
H -3.75 1.43 -2.86 0.189
C -3.69 -0.04 -0.61 -0.395
H -3.29 1.95 0.10 0.223
H -4.90 1.75 -0.62 0.193
C -2.28 -0.55 -0.99 -0.481
H -3.95 -0.38 0.40 0.221
H -4.40 -0.50 -1.31 0.181
H -1.86 -1.07 -0.05 0.176
H -2.40 -1.34 -1.76 0.210
C 3.51 -0.68 -1.69 -0.609
C 3.04 -1.43 -0.44 -0.722
P 1.36 -0.91 0.14 0.820
C 1.08 -2.00 1.58 -0.703
C 2.18 -2.19 2.62 -0.614
C 1.69 0.75 0.89 -0.753
C 2.91 0.89 1.80 -0.612
H 2.73 -0.62 -2.45 0.211
H 4.38 -1.20 -2.12 0.198
H 3.83 0.34 -1.45 0.201
H 2.96 -2.51 -0.65 0.220
H 3.76 -1.31 0.38 0.199
H 0.14 -1.64 2.12 0.182
H 0.81 -2.97 1.14 0.248
H 2.30 -1.29 3.24 0.204
H 1.89 -3.01 3.29 0.210
H 3.14 -2.46 2.17 0.194
H 1.77 1.43 0.03 0.219
H 0.77 1.02 1.43 0.282
H 3.75 0.26 1.52 0.189
H 3.26 1.93 1.75 0.199
H 2.66 0.67 2.84 0.207
```

E_HOMO (spin up / spin down), eV: -3.65 / -3.48
Expectation value of S²: 6.02
LUMO level (spin up / spin down), eV: 3.09 / 2.98
Multiplicity: 5
Charge: -1
Largest force on an atom, eV/Å: 3.36
Electronic energy, eV: -85878.9449

***

No. 2
Molecular formula: C13H27F12N3O9S
Method: DFT, wB97M-V/def2-TZVPD

XYZ file:
```
65
Properties=species:S:1:pos:R:3:nbo_charge:R:1
N -1.19 -9.92 1.93 -0.864
H -1.97 -10.55 1.96 0.472
H -1.13 -9.56 0.99 0.428
H -0.40 -10.29 2.44 0.501
H -1.49 -9.16 2.53 0.440
N 1.31 -8.09 -0.74 -0.858
H 1.76 -8.30 -1.62 0.463
H 0.32 -8.29 -0.73 0.420
H 1.43 -7.10 -0.54 0.447
H 1.71 -8.64 0.00 0.474
N 0.86 -6.20 4.36 -0.864
H 1.36 -7.04 4.10 0.472
H 1.36 -5.52 3.80 0.437
H 0.85 -6.14 5.37 0.469
H -0.09 -6.25 4.03 0.423
C 4.37 -9.92 3.38 0.818
F 4.48 -11.22 3.07 -0.275
F 4.39 -9.72 4.72 -0.300
F 5.38 -9.23 2.85 -0.308
S 2.61 -9.26 2.70 2.257
O 2.63 -9.22 1.23 -1.031
O 1.62 -10.30 3.15 -1.001
O 2.28 -7.95 3.30 -1.031
C 10.16 -5.97 5.75 -0.642
C 10.55 -7.48 5.61 -0.101
O 9.77 -8.27 4.66 -0.358
C 9.77 -8.05 3.30 0.695
O 10.29 -7.12 2.72 -0.031
C 8.90 -9.03 2.41 0.952
F 8.08 -8.32 1.59 -0.281
F 9.71 -9.71 1.63 -0.242
F 8.16 -9.79 3.17 -0.240
H 9.11 -5.78 5.93 0.238
H 10.59 -5.35 4.95 0.241
H 10.68 -5.75 6.68 0.267
H 10.14 -7.84 6.55 0.254
H 11.63 -7.61 5.59 0.248
C 2.26 -11.54 7.65 -0.631
C 2.32 -10.05 7.70 -0.099
O 1.22 -9.42 8.25 -0.426
C 0.41 -8.68 7.49 0.727
O 0.61 -8.43 6.25 -0.680
C -0.73 -7.90 8.28 0.917
F -0.57 -6.59 8.07 -0.298
F -1.95 -8.31 7.80 -0.304
F -0.67 -8.20 9.61 -0.286
H 3.14 -11.87 7.09 0.222
H 1.40 -12.03 7.19 0.229
H 2.42 -11.93 8.65 0.228
H 2.62 -9.80 6.68 0.196
H 3.16 -9.84 8.36 0.208
C 0.64 -12.69 -1.40 -0.627
C -0.26 -12.99 -0.16 -0.053
O 0.69 -13.31 0.89 -0.495
C 0.32 -13.28 2.24 0.715
O -0.78 -13.01 2.73 -0.578
C 1.47 -13.66 3.15 0.900
F 1.52 -13.05 4.34 -0.291
F 1.42 -15.02 3.26 -0.292
F 2.66 -13.36 2.59 -0.310
H 1.18 -13.62 -1.58 0.252
H 1.34 -11.85 -1.32 0.199
H -0.12 -12.57 -2.17 0.227
H -0.87 -13.89 -0.29 0.227
H -0.87 -12.14 0.16 0.132
```

E_HOMO (spin up / spin down), eV: -17.56 / -17.56
Expectation value of S²: 0.76
LUMO level (spin up / spin down), eV: -8.73 / -13.61
Multiplicity: 2
Charge: +3
Largest force on an atom, eV/Å: 4.21
Electronic energy, eV: -80232.0850

***

No. 3
Molecular formula: C13H27F2N7O20
Method: DFT, wB97M-V/def2-TZVPD

XYZ file:
```
69
Properties=species:S:1:pos:R:3:nbo_charge:R:1
O 5.48 0.76 -3.16 -0.612
C 4.76 1.26 -2.29 0.966
O 4.39 2.48 -2.27 -0.455
C 3.50 2.65 -1.12 -0.146
C 3.72 1.40 -0.29 0.441
F 2.51 1.11 0.14 -0.319
O 4.18 0.50 -1.32 -0.499
H 3.71 3.55 -0.55 0.207
H 2.43 2.71 -1.37 0.251
H 4.45 1.38 0.52 0.162
O -7.33 4.53 1.28 -0.551
C -6.73 3.53 1.05 0.967
O -7.14 2.40 0.44 -0.470
C -6.06 1.54 0.50 -0.134
C -4.86 2.41 0.42 0.432
F -4.65 2.81 -0.85 -0.321
O -5.39 3.40 1.32 -0.521
H -5.93 0.95 1.40 0.189
H -5.99 0.83 -0.33 0.220
H -3.98 1.95 0.87 0.186
C 2.69 0.16 5.01 -0.488
N 1.27 0.29 4.80 0.533
O 0.71 0.00 5.84 -0.383
O 0.78 0.43 3.71 -0.368
H 3.10 0.37 5.99 0.241
H 3.19 0.82 4.30 0.223
H 2.90 -0.84 4.63 0.242
C 1.60 -0.24 -5.10 -0.485
N 0.72 0.56 -4.21 0.515
O -0.36 0.97 -4.69 -0.378
O 1.03 0.60 -3.01 -0.371
H 0.94 -1.05 -5.41 0.238
H 2.52 -0.52 -4.60 0.245
H 1.86 0.47 -5.88 0.235
C 0.01 -0.43 0.24 -0.502
N -1.46 -0.31 0.39 0.548
O -2.09 -1.27 0.74 -0.383
O -2.01 0.69 0.03 -0.404
H 0.36 0.42 -0.36 0.246
H 0.15 -1.36 -0.31 0.250
H 0.48 -0.46 1.22 0.244
C -1.09 3.88 1.02 -0.509
N -0.31 3.56 -0.17 0.546
O -0.88 3.11 -1.11 -0.344
O 0.87 3.73 -0.11 -0.414
H -1.87 3.12 1.05 0.239
H -1.68 4.79 0.88 0.251
H -0.49 3.70 1.91 0.236
C 2.71 -4.23 -2.41 -0.479
N 2.09 -2.85 -2.25 0.524
O 0.88 -2.77 -1.98 -0.402
O 2.83 -1.90 -2.37 -0.338
H 1.98 -4.84 -2.95 0.240
H 2.88 -4.52 -1.37 0.223
H 3.67 -4.16 -2.91 0.237
C 4.36 -3.38 1.66 -0.481
N 4.22 -1.95 2.05 0.502
O 3.03 -1.47 2.12 -0.387
O 5.30 -1.33 2.14 -0.346
H 5.27 -3.51 1.09 0.242
H 3.51 -3.68 1.04 0.229
H 4.35 -4.00 2.55 0.242
C -6.13 -3.64 0.81 -0.484
N -5.59 -2.80 -0.24 0.510
O -4.90 -1.81 0.12 -0.378
O -5.84 -3.05 -1.41 -0.366
H -5.57 -4.57 0.67 0.239
H -7.21 -3.60 0.64 0.241
H -5.85 -3.30 1.80 0.237
```

E_HOMO, eV: -10.43
LUMO level, eV: -1.11
Largest force on an atom, eV/Å: 5.79
Structure (SMILES): O=C1OC[C@@H](F)O1.O=C1OC[C@@H](F)O1.C[N+](=O)[O-].C[N+](=O)[O-].C[N+](=O)[O-].C[N+](=O)[O-].C[N+](=O)[O-].C[N+](=O)[O-].C[N+](=O)[O-]
Electronic energy, eV: -70712.6936

***

Please write out number 2 again, unchanged.
Molecular formula: C13H27F12N3O9S
Method: DFT, wB97M-V/def2-TZVPD

XYZ file:
```
65
Properties=species:S:1:pos:R:3:nbo_charge:R:1
N -1.19 -9.92 1.93 -0.864
H -1.97 -10.55 1.96 0.472
H -1.13 -9.56 0.99 0.428
H -0.40 -10.29 2.44 0.501
H -1.49 -9.16 2.53 0.440
N 1.31 -8.09 -0.74 -0.858
H 1.76 -8.30 -1.62 0.463
H 0.32 -8.29 -0.73 0.420
H 1.43 -7.10 -0.54 0.447
H 1.71 -8.64 0.00 0.474
N 0.86 -6.20 4.36 -0.864
H 1.36 -7.04 4.10 0.472
H 1.36 -5.52 3.80 0.437
H 0.85 -6.14 5.37 0.469
H -0.09 -6.25 4.03 0.423
C 4.37 -9.92 3.38 0.818
F 4.48 -11.22 3.07 -0.275
F 4.39 -9.72 4.72 -0.300
F 5.38 -9.23 2.85 -0.308
S 2.61 -9.26 2.70 2.257
O 2.63 -9.22 1.23 -1.031
O 1.62 -10.30 3.15 -1.001
O 2.28 -7.95 3.30 -1.031
C 10.16 -5.97 5.75 -0.642
C 10.55 -7.48 5.61 -0.101
O 9.77 -8.27 4.66 -0.358
C 9.77 -8.05 3.30 0.695
O 10.29 -7.12 2.72 -0.031
C 8.90 -9.03 2.41 0.952
F 8.08 -8.32 1.59 -0.281
F 9.71 -9.71 1.63 -0.242
F 8.16 -9.79 3.17 -0.240
H 9.11 -5.78 5.93 0.238
H 10.59 -5.35 4.95 0.241
H 10.68 -5.75 6.68 0.267
H 10.14 -7.84 6.55 0.254
H 11.63 -7.61 5.59 0.248
C 2.26 -11.54 7.65 -0.631
C 2.32 -10.05 7.70 -0.099
O 1.22 -9.42 8.25 -0.426
C 0.41 -8.68 7.49 0.727
O 0.61 -8.43 6.25 -0.680
C -0.73 -7.90 8.28 0.917
F -0.57 -6.59 8.07 -0.298
F -1.95 -8.31 7.80 -0.304
F -0.67 -8.20 9.61 -0.286
H 3.14 -11.87 7.09 0.222
H 1.40 -12.03 7.19 0.229
H 2.42 -11.93 8.65 0.228
H 2.62 -9.80 6.68 0.196
H 3.16 -9.84 8.36 0.208
C 0.64 -12.69 -1.40 -0.627
C -0.26 -12.99 -0.16 -0.053
O 0.69 -13.31 0.89 -0.495
C 0.32 -13.28 2.24 0.715
O -0.78 -13.01 2.73 -0.578
C 1.47 -13.66 3.15 0.900
F 1.52 -13.05 4.34 -0.291
F 1.42 -15.02 3.26 -0.292
F 2.66 -13.36 2.59 -0.310
H 1.18 -13.62 -1.58 0.252
H 1.34 -11.85 -1.32 0.199
H -0.12 -12.57 -2.17 0.227
H -0.87 -13.89 -0.29 0.227
H -0.87 -12.14 0.16 0.132
```

E_HOMO (spin up / spin down), eV: -17.56 / -17.56
Expectation value of S²: 0.76
LUMO level (spin up / spin down), eV: -8.73 / -13.61
Multiplicity: 2
Charge: +3
Largest force on an atom, eV/Å: 4.21
Electronic energy, eV: -80232.0850